No. 1
24
Properties=species:S:1:pos:R:3 method="wB97M-V/def2-TZVPD" homo_ev=-10.51 smiles=O.O.O.O.O.O.O.O orbital_gap_ev=10.2 charge=0 relative_energy_kj_mol=241.1 fmax_ev_per_a=2.863
O 0.4583 -1.4755 -1.5434
H 0.2798 -0.7497 -0.9580
H -0.0959 -2.2485 -1.2550
O 3.3666 1.5963 0.8011
H 3.3050 1.1682 -0.0221
H 2.6724 1.2680 1.3000
O -1.3192 -1.0173 -3.2938
H -2.0686 -0.4922 -2.9714
H -0.7493 -1.1645 -2.5529
O 1.0588 -0.4922 2.3316
H 1.2309 -0.6186 3.2692
H 1.4602 -1.2397 1.9161
O -2.7430 -0.2029 -0.0542
H -3.1472 0.3563 -0.7210
H -3.3942 -0.8974 0.0804
O -1.4070 -1.6064 1.9432
H -0.6863 -1.0372 2.1581
H -1.8373 -1.1423 1.2186
O 1.4305 2.9010 -1.0211
H 0.8406 2.1417 -0.8430
H 1.9116 3.0073 -0.2430
O 0.0316 0.8174 -0.1355
H 0.2893 0.6372 0.7716
H -0.8875 0.4911 -0.1757

=====

No. 2
84
Properties=species:S:1:pos:R:3 method="wB97M-V/def2-TZVPD" homo_ev="-13.70 / -13.70" orbital_gap_ev="7.0 / 5.4" charge=+2 relative_energy_kj_mol=148.6 multiplicity=5 fmax_ev_per_a=1.238
Os -0.3349 1.7105 0.0421
C -0.5449 5.8733 2.2377
C -0.6766 4.5144 1.6292
N -0.0547 4.1499 0.5740
N 0.8055 5.0163 -0.0403
C 2.0570 4.5679 -0.2896
N 2.9281 5.3909 -0.8577
S 2.4616 2.9945 0.1570
C -1.4434 3.4495 2.3056
C -2.3777 3.7508 3.2816
C -2.9618 2.7298 4.0216
C -2.5579 1.4300 3.7753
C -1.6532 1.1952 2.7541
N -1.1326 2.1657 1.9957
H 0.4739 6.2389 2.1067
H -0.7668 5.8703 3.3003
H -1.2144 6.5862 1.7485
H 0.5401 5.9818 -0.1755
H 2.7132 6.3440 -1.1085
H 3.8669 5.0689 -1.0282
H -2.6563 4.7792 3.4593
H -3.6936 2.9518 4.7860
H -2.9371 0.6042 4.3595
H -1.3155 0.1881 2.5563
C 1.2847 1.7722 -2.7423
N 0.0189 1.6369 -1.9740
C -1.0918 1.6291 -2.6945
C -2.3057 1.7979 -2.0444
C -3.6586 1.7703 -2.4272
C -4.3930 2.0700 -1.2906
C -3.4755 2.2816 -0.2529
N -2.2202 2.1215 -0.6979
C 2.2093 0.5912 -2.9438
C 3.1996 0.2582 -2.0213
C 4.0988 -0.7622 -2.2931
C 4.0357 -1.4452 -3.4974
C 3.0762 -1.0940 -4.4354
C 2.1661 -0.0859 -4.1585
H 1.8595 2.5471 -2.2418
H 1.0164 2.1333 -3.7362
H -1.0542 1.5246 -3.7737
H -4.0277 1.5551 -3.4167
H -5.4642 2.1301 -1.1998
H -3.7009 2.5492 0.7687
H 3.3271 0.8456 -1.1260
H 4.8824 -0.9931 -1.5857
H 4.7499 -2.2294 -3.7128
H 3.0468 -1.5906 -5.3973
H 1.4420 0.1982 -4.9145
F -0.0703 -3.1426 3.6192
C 1.2077 -3.3376 3.2628
C 1.6151 -2.9254 2.0059
C 2.9568 -3.0402 1.6876
F 3.3567 -2.5598 0.5014
C 3.8722 -3.5969 2.5587
F 5.1528 -3.6869 2.2325
C 3.4279 -4.0498 3.7951
F 4.2791 -4.5898 4.6413
C 2.0934 -3.9081 4.1579
F 1.6844 -4.2998 5.3551
Ge 0.4206 -2.1179 0.6773
S 1.0972 0.0265 0.8176
C 0.4795 -2.9498 -1.1119
C 1.1956 -4.0791 -1.4696
F 1.9963 -4.6574 -0.5779
C 1.0760 -4.6325 -2.7352
F 1.7885 -5.6953 -3.0753
C 0.2120 -4.0581 -3.6563
F 0.1193 -4.5567 -4.8750
C -0.5419 -2.9473 -3.3080
F -1.3704 -2.3787 -4.1831
C -0.3949 -2.4250 -2.0430
F -1.1400 -1.3601 -1.6717
C -1.4799 -2.5274 1.0914
C -1.7323 -3.8692 1.3375
F -0.7012 -4.7188 1.2553
C -2.9942 -4.3437 1.6451
F -3.1961 -5.6268 1.8821
C -4.0541 -3.4450 1.6965
F -5.2636 -3.8671 2.0048
C -3.8407 -2.1058 1.4068
F -4.8495 -1.2373 1.4195
C -2.5630 -1.6779 1.0981
F -2.3857 -0.3764 0.7759

=====

No. 3
13
Properties=species:S:1:pos:R:3 method="wB97M-V/def2-TZVPD" homo_ev=-9.57 smiles="O=CNCCO" orbital_gap_ev=10.2 charge=0 relative_energy_kj_mol=168.9 fmax_ev_per_a=2.949
C -1.2889 0.7808 0.4129
C -0.2166 -0.3950 0.6246
C 1.9807 -1.0236 -0.3333
H -1.7470 1.7877 -1.2975
H -2.2737 0.5872 0.9972
H -0.7583 1.6457 0.7859
H -0.8219 -1.3136 0.4975
H 0.3761 -0.4296 1.6088
H 0.5335 0.2209 -1.2809
H 2.6309 -0.8892 -1.1984
N 0.8236 -0.3258 -0.5006
O -1.4819 0.8522 -1.0459
O 2.2435 -1.4977 0.7298

=====

No. 4
75
Properties=species:S:1:pos:R:3 method="wB97M-V/def2-TZVPD" homo_ev=-4.57 orbital_gap_ev=6.8 charge=-1 relative_energy_kj_mol=0.0 fmax_ev_per_a=0.738
Al 0.8690 -2.0437 0.8228
C -1.7124 -0.8564 2.0733
N -0.7472 -1.9284 2.3134
C -0.2674 -1.8535 3.6988
C -1.3438 -3.2452 2.0399
C -1.5532 -3.4442 0.5286
N -0.6231 -2.5782 -0.2114
C -0.7712 -2.4722 -1.5552
C -0.2399 -1.3621 -2.2514
F 0.3403 -0.3692 -1.5415
C -0.3160 -1.2020 -3.6134
F 0.2360 -0.0972 -4.1557
C -0.9540 -2.1214 -4.4243
C -1.5067 -3.2037 -3.7743
F -2.1276 -4.1564 -4.4979
C -1.4249 -3.3883 -2.4066
F -1.9434 -4.5334 -1.9211
H -2.5781 -0.9657 2.7395
H -2.0518 -0.8891 1.0394
H -1.2403 0.1076 2.2612
H -1.1009 -1.9839 4.4008
H 0.1843 -0.8745 3.8652
H 0.4751 -2.6299 3.8649
H -2.2970 -3.3484 2.5738
H -0.6578 -4.0013 2.4254
H -2.5835 -3.2078 0.2443
H -1.3689 -4.4963 0.3145
H -1.0178 -2.0007 -5.4946
O 1.7479 -3.0528 1.9848
S 2.1285 -4.5826 2.0358
O 3.5674 -4.6258 2.1626
O 1.3697 -5.1084 3.1583
S 1.4834 -5.3578 0.3097
C -1.9733 6.0346 -2.0334
C -2.1038 4.6136 -1.5495
C -3.2585 3.8939 -1.8279
C -3.3790 2.5712 -1.4258
C -2.3629 1.9811 -0.6998
C -1.2040 2.6958 -0.3947
N -0.1935 2.0395 0.3311
C 0.3505 2.4802 1.5314
C -0.1720 3.5776 2.2179
C 0.4046 4.0056 3.4050
C 1.5100 3.3569 3.9328
C 2.0343 2.2646 3.2525
C 1.4665 1.8159 2.0725
C 2.0558 0.6160 1.3786
O 3.2326 0.5603 1.0867
O 1.1688 -0.3005 1.1067
C -1.0470 4.0087 -0.8549
C 0.2491 4.7513 -0.6727
H -2.9180 6.3893 -2.4443
H -1.2149 6.1216 -2.8156
H -1.6761 6.7086 -1.2275
H -4.0638 4.3716 -2.3739
H -4.2730 2.0076 -1.6612
H -2.4510 0.9596 -0.3516
H -0.0638 1.0576 0.1351
H -1.0403 4.0867 1.8197
H -0.0235 4.8557 3.9226
H 1.9568 3.6917 4.8595
H 2.9047 1.7438 3.6324
H 1.0534 4.0784 -0.3852
H 0.1771 5.5252 0.0967
H 0.5353 5.2443 -1.6035
C 2.8137 -3.3767 -2.7152
S 3.3663 -2.5653 -1.2363
C 3.9111 -1.0202 -1.9207
O 2.0925 -2.1780 -0.5512
H 3.6893 -3.6460 -3.3065
H 2.1423 -2.7108 -3.2602
H 2.2918 -4.2675 -2.3654
H 4.7616 -1.2062 -2.5774
H 4.1993 -0.3944 -1.0762
H 3.0764 -0.5703 -2.4601

=====

No. 5
80
Properties=species:S:1:pos:R:3 method="wB97M-V/def2-TZVPD" homo_ev="-16.68 / -16.68" orbital_gap_ev="5.6 / 3.6" charge=+4 relative_energy_kj_mol=100.2 multiplicity=5 fmax_ev_per_a=1.857
Os -0.3602 -0.3184 0.1907
C 0.7234 2.1147 2.4042
C 1.8868 1.2244 1.9739
O 1.7144 0.7562 0.6358
C 2.1918 1.5981 -0.4198
C 1.0851 2.3882 -1.1198
O 0.1140 1.4574 -1.6016
C -1.0923 2.0690 -2.0541
C -2.0072 2.4014 -0.8726
O -2.0741 1.2333 -0.0424
C -2.6573 1.4456 1.2436
C -1.6668 2.1223 2.1945
O -0.4540 1.3779 2.1119
H 0.7316 3.0618 1.8479
H 0.7922 2.3373 3.4750
H 1.8890 0.3218 2.5948
H 2.8402 1.7510 2.0777
H 2.6429 0.9216 -1.1528
H 2.9518 2.2905 -0.0478
H 1.5256 2.9310 -1.9651
H 0.6189 3.1134 -0.4440
H -1.5794 1.3413 -2.7052
H -0.8756 2.9735 -2.6294
H -3.0095 2.6553 -1.2300
H -1.6170 3.2533 -0.3060
H -2.8852 0.4453 1.6243
H -3.5780 2.0275 1.1605
H -2.0565 2.1048 3.2175
H -1.4880 3.1660 1.9139
Cl 4.1337 -6.3519 7.2400
C 4.2648 -5.6680 5.6842
C 4.1453 -4.2744 5.5150
C 4.3029 -3.7199 4.2583
C 4.5779 -4.5089 3.1423
C 4.8660 -3.8979 1.7828
C 3.7131 -4.0662 0.7491
N 2.5255 -3.2894 1.0052
C 1.6895 -3.4246 2.0735
C 0.6576 -2.5543 1.8814
N 0.8516 -1.8979 0.6942
C 1.9887 -2.3694 0.1926
O 5.2544 -2.5356 1.8753
C 6.5923 -2.2961 1.4749
C 7.0664 -0.9258 1.8362
C 8.3386 -0.4539 1.4290
Cl 9.4632 -1.2788 0.4978
S 8.6752 1.1435 2.0461
C 7.1618 1.1685 2.8163
C 6.4123 0.0178 2.6188
C 4.6764 -5.9099 3.3207
Cl 5.0278 -6.9397 1.9894
C 4.5182 -6.4758 4.5752
H 3.9395 -3.6470 6.3703
H 4.2382 -2.6493 4.1310
H 5.6871 -4.4916 1.3566
H 3.4555 -5.1291 0.7129
H 4.0952 -3.7670 -0.2287
H 1.8749 -4.1242 2.8627
H -0.2057 -2.3813 2.4966
H 2.4181 -2.0725 -0.7467
H 6.6935 -2.4312 0.3857
H 7.2707 -3.0183 1.9555
H 6.8710 2.0147 3.4125
H 5.4418 -0.1341 3.0562
H 4.6063 -7.5435 4.7035
C -3.9981 -3.2166 2.7415
C -4.6314 -2.9518 1.3822
C -3.6653 -2.4497 0.3918
N -2.5248 -1.9142 0.6519
N -1.8285 -1.5140 -0.4213
C -2.4494 -1.7599 -1.5832
N -1.9493 -1.4307 -2.7718
S -3.9888 -2.5188 -1.3465
H -4.7643 -3.5325 3.4429
H -3.5197 -2.3232 3.1322
H -3.2544 -4.0032 2.6552
H -5.4416 -2.2193 1.4818
H -5.1011 -3.8596 0.9919
H -1.0036 -1.0823 -2.8479
H -2.4292 -1.6979 -3.6199

=====

No. 6
9
Properties=species:S:1:pos:R:3 method="wB97M-V/def2-TZVPD" homo_ev="-9.23 / -9.48" orbital_gap_ev="9.5 / 9.7" charge=0 relative_energy_kj_mol=624.4 fmax_ev_per_a=3.523
C 1.3623 0.0640 -0.8407
C -1.4268 -0.0645 0.7233
N 0.5735 -1.0258 -0.3346
O 1.4896 -0.4887 0.4451
F -2.0549 0.3081 -0.3255
F -2.1187 -0.6480 1.7141
F -0.6839 0.9831 1.2063
H 2.1334 -0.0554 -1.6281
H 0.7255 0.9271 -0.9598

=====

No. 7
13
Properties=species:S:1:pos:R:3 method="wB97M-V/def2-TZVPD" homo_ev=-8.01 orbital_gap_ev=8.1 charge=0 relative_energy_kj_mol=617.9 fmax_ev_per_a=6.750
C 0.6775 1.1894 0.1521
C 0.7175 -0.9869 -0.8383
C -0.4836 -0.7771 -0.1255
C -1.6668 -1.2745 0.7841
C -0.5526 0.5139 0.3586
H 1.8736 2.6920 -0.1041
H 1.7495 0.8790 -1.7690
H 0.8468 -1.8975 -1.5334
H -1.2889 -1.7082 1.7493
H -2.6448 -1.7010 0.3444
N 1.3467 0.2386 -0.6639
O 1.2656 2.4490 0.5816
O -1.8405 0.3832 1.0642

=====

No. 8
114
Properties=species:S:1:pos:R:3 method="wB97M-V/def2-TZVPD" homo_ev=-9.18 smiles="[H]/N=C(/C)C[C@@H]1[C@@H](C[C@H](C)I)NC(=O)[C@@H]1CCOCC.O=C1C=C(O)C(=O)C=C1O.O=C1C=C(O)C(=O)C=C1O.O=C1C=C(O)C(=O)C=C1O.O=C1C=C(O)C(=O)C=C1O.O=C1C=C(O)C(=O)C=C1O" orbital_gap_ev=7.5 charge=0 fmax_ev_per_a=0.831
C 2.9069 0.0424 -1.4463
C 4.2058 0.7084 -1.8721
O 5.2140 0.5515 -0.8821
C 6.3715 -0.1035 -1.3324
C 7.2062 -0.6148 -0.1678
C 6.6687 -1.7733 0.7190
C 5.1838 -2.1195 0.5723
O 4.2515 -1.5461 1.0782
N 5.0566 -3.2724 -0.2413
C 6.4115 -3.5699 -0.7436
C 6.5665 -4.9764 -1.3075
C 6.1637 -5.1976 -2.7701
C 7.2817 -4.8190 -3.7364
I 4.3671 -4.1965 -3.3900
C 7.3031 -3.1575 0.4319
C 8.8253 -3.1952 0.2474
C 9.5730 -4.2597 1.0390
C 9.0279 -5.6642 1.1184
N 10.6747 -4.0251 1.6384
H 2.0814 0.4561 -2.0247
H 2.7477 0.2348 -0.3840
H 2.9796 -1.0409 -1.5607
H 4.5380 0.2899 -2.8284
H 4.0331 1.7781 -2.0319
H 7.0002 0.5965 -1.9038
H 6.1141 -0.9168 -2.0259
H 7.4301 0.2342 0.4803
H 8.1577 -0.9296 -0.6049
H 6.7950 -1.4784 1.7624
H 4.6959 -4.0761 0.2602
H 6.6316 -2.8746 -1.5632
H 7.6323 -5.2193 -1.2567
H 6.0500 -5.6916 -0.6576
H 5.9257 -6.2523 -2.9016
H 7.4326 -3.7376 -3.7550
H 7.0104 -5.1153 -4.7509
H 8.2097 -5.3216 -3.4556
H 7.0423 -3.7775 1.2977
H 9.2354 -2.2432 0.5949
H 9.0994 -3.2693 -0.8113
H 7.9724 -5.7282 0.8646
H 9.5758 -6.2993 0.4179
H 9.1842 -6.0637 2.1195
H 10.9644 -3.0564 1.5083
C 0.5907 3.2370 0.7647
C -0.3429 3.1939 1.7251
C -1.7305 2.6504 1.4763
O -2.4963 2.6489 2.4248
C -2.0664 2.1629 0.1588
C -1.1339 2.2058 -0.8061
C 0.2557 2.7506 -0.5574
O 1.0186 2.7270 -1.5041
O -1.3107 1.7603 -2.0349
O -0.1458 3.6110 2.9662
H 1.5870 3.6205 0.9332
H -3.0600 1.7679 -0.0007
H -0.4668 1.8973 -2.5158
H -0.9809 3.4438 3.4451
C -8.4795 2.8252 3.3146
C -7.6427 1.9061 2.8174
C -6.1532 2.1347 2.7376
O -5.4954 1.2289 2.2574
C -5.6099 3.3906 3.2121
C -6.4515 4.3150 3.6951
C -7.9414 4.0838 3.7816
O -8.6126 4.9913 4.2423
O -6.0658 5.5011 4.1430
O -8.0296 0.7287 2.3467
H -9.5473 2.6757 3.3692
H -4.5421 3.5405 3.1447
H -6.8771 5.9575 4.4380
H -7.2136 0.2645 2.0699
C 1.0479 -1.4470 -4.0736
C 1.2837 -2.5233 -4.8381
C 1.0899 -2.5060 -6.3368
O 1.3472 -3.5337 -6.9339
C 0.6171 -1.2875 -6.9624
C 0.3817 -0.2123 -6.1986
C 0.5930 -0.2285 -4.7040
O 0.3706 0.8110 -4.1074
O -0.0475 0.9478 -6.6716
O 1.7072 -3.6834 -4.3650
H 1.1900 -1.4478 -3.0019
H 0.4712 -1.2861 -8.0331
H -0.1250 1.5466 -5.9047
H 1.8028 -4.2770 -5.1360
C -3.8411 -0.9796 3.8945
C -4.3772 -2.0854 3.3610
C -3.9785 -3.4715 3.8071
O -4.5407 -4.4059 3.2653
C -2.9678 -3.6085 4.8359
C -2.4305 -2.5035 5.3705
C -2.8449 -1.1166 4.9375
O -2.3030 -0.1846 5.5027
O -1.5031 -2.5152 6.3153
O -5.3016 -2.0811 2.4082
H -4.1219 0.0153 3.5806
H -2.6803 -4.6046 5.1406
H -1.3062 -1.5781 6.5103
H -5.4988 -3.0212 2.2275
C -10.1422 6.3598 1.2956
C -10.2061 5.2622 0.5302
C -10.5537 5.3159 -0.9375
O -10.5669 4.2565 -1.5365
C -10.8464 6.6025 -1.5346
C -10.7850 7.7026 -0.7716
C -10.4184 7.6489 0.6934
O -10.3785 8.7107 1.2858
O -11.0321 8.9245 -1.2166
O -9.9681 4.0382 0.9814
H -9.8945 6.3247 2.3483
H -11.1054 6.6324 -2.5833
H -10.9078 9.5212 -0.4528
H -10.0835 3.4373 0.2190